(1)
The following is a quantum chemistry calculation of a molecular structure, C4H9F7FeN5O17S5, from OMol25.

```
! wB97M-V def2-TZVPD RIJCOSX def2/J DEFGRID3
* xyz 0 6
Fe -0.0305 -0.2468 0.2671
S 1.4464 -0.0553 3.2759
S -0.7599 -0.6147 3.4446
S -0.4674 0.8648 -2.8601
S -0.4573 -3.4826 -0.6430
S -2.4511 0.0041 -1.8250
F -2.5159 -5.1554 -0.9143
F 1.1272 0.9362 -2.6248
F -1.7984 -1.1167 2.3178
F 2.6167 0.4436 2.3314
F -2.6683 -0.5894 -0.3344
F -2.8387 -3.6235 0.5741
F -1.4990 -5.1774 1.0911
O -1.7935 3.3444 -0.1786
O -1.4673 0.4667 4.0531
O 1.2991 1.0914 4.1340
O 0.7814 -4.1822 -0.2691
O -0.8070 2.2168 -3.0698
O -0.5862 -1.8222 4.1914
O 1.7533 -0.7732 -0.5722
O -0.4699 -0.0830 -3.9375
O 1.5906 1.8120 -0.0327
O -1.0661 1.6676 0.9578
O -0.4632 -2.1551 0.0258
O 2.3671 3.2140 1.3811
O -0.7459 -3.3892 -2.0689
O -3.2770 1.1474 -1.7783
O -2.7324 -1.1580 -2.5952
O 3.8829 -0.5783 -0.6987
O 2.0740 -1.2642 3.7769
N 2.8483 -1.0337 -1.0682
N 2.1770 2.8413 0.2503
N -1.9040 2.5202 0.6963
N -0.7511 0.2368 -1.4078
N 0.3596 -0.2345 2.1339
C 2.8535 -1.7445 -2.3869
C 2.6614 3.7234 -0.8558
C -1.9516 -4.4826 0.0522
C -3.1617 2.6072 1.4896
H -3.0981 3.5968 1.9372
H 1.9030 -2.2158 -2.6281
H 3.5055 -2.5989 -2.1966
H 3.2722 -1.1062 -3.1565
H 1.7599 4.0784 -1.3507
H 3.2297 4.5490 -0.4408
H -3.0774 1.8370 2.2521
H 3.3057 3.1472 -1.5147
H -3.9753 2.5372 0.7749
*
```

The value obtained for the gap between HOMO and LUMO (spin up / spin down) is 0.33236 / 0.23483 Eh. The calculation puts the calculated total energy at -5663.90742 a.u. For the highest occupied orbital energy (spin up / spin down), the calculation gives -10.83 / -10.69 eV. The value obtained for the relative energy (zero: lowest compared OMol25 entry of this formula, charge and spin) is 23.4 kcal/mol.

Atom charges from the natural (NBO) analysis, given in e for atoms 1 to 2: Fe 1.88; S 2.39


(2)
The following is a quantum chemistry calculation of a gas-phase ion, C4H9FN (charge +1), from OMol25.

```
! wB97M-V def2-TZVPD RIJCOSX def2/J DEFGRID3
* xyz 1 1
F -0.1627 -1.5917 -0.0075
N 1.9845 -0.3484 -0.1357
C -1.7674 0.1130 0.5814
C 0.8034 0.4314 0.3482
C -1.5132 0.2523 -0.8389
C -0.4174 -0.2417 0.0370
H -1.8854 0.9958 1.0837
H 1.8188 -1.3377 -0.2498
H 2.7964 -0.3076 0.4842
H -1.8706 -0.5524 -1.4432
H -1.6003 1.2304 -1.2235
H 0.9321 0.5444 1.5403
H -2.3984 -0.6508 0.9378
H 2.3794 -0.0697 -1.1067
H 0.9010 1.5327 -0.0075
*
```

The value obtained for the gap between HOMO and LUMO is 0.39453 Eh. The calculation puts the calculated total energy at -312.11519 a.u. For the highest occupied orbital energy, the calculation gives -14.64 eV. The value obtained for the relative energy (zero: lowest compared OMol25 entry of this formula, charge and spin) is 38.5 kcal/mol.

Atom charges from the natural (NBO) analysis, given in e for atoms 1 to 2: F -0.34; N -0.68


(3)
The following is a quantum chemistry calculation of a molecular structure, C4H9FN2, from OMol25.

```
! wB97M-V def2-TZVPD RIJCOSX def2/J DEFGRID3
* xyz 0 1
F 0.7333 1.3290 1.6630
N 0.9676 -0.9500 -0.7681
N -2.2908 0.0504 -0.7695
C 1.7831 0.3481 -0.2875
C 1.0557 -0.0358 1.1411
C -1.1194 0.4865 0.0393
C -0.0625 -0.6454 0.2532
H 1.1702 1.4498 -0.6551
H -3.1279 -0.5731 0.0599
H -1.2049 1.1150 0.9791
H 0.7034 -1.2522 -1.7873
H 2.8551 0.3154 -0.5623
H -0.5720 -1.4510 0.7806
H -1.8948 -0.7757 -1.5076
H -0.5480 1.2766 -0.4467
H 1.5517 -0.6877 1.8680
*
```

The value obtained for the gap between HOMO and LUMO is 0.35695 Eh. The calculation puts the calculated total energy at -366.99943 a.u. For the highest occupied orbital energy, the calculation gives -8.88 eV. The value obtained for the relative energy (zero: lowest compared OMol25 entry of this formula, charge and spin) is 119.9 kcal/mol.

Atom charges from the natural (NBO) analysis, given in e for atoms 1 to 2: F -0.41; N -0.67


(4)
The following is a quantum chemistry calculation of C4H9FN2 in the gas phase, from OMol25.

```
! wB97M-V def2-TZVPD RIJCOSX def2/J DEFGRID3
* xyz 0 1
F -1.4001 -1.1816 0.3355
N 0.3857 -1.2923 -1.7890
N -1.2314 1.1572 1.6266
C 0.2618 0.9288 -0.5383
C -0.0656 0.6730 0.9707
C -0.1250 -0.8772 0.6810
C 0.7327 -0.5697 -0.6006
H 0.1599 -1.6231 1.4400
H 0.6546 -2.2890 -1.7013
H 1.7645 -0.6802 -0.2466
H -1.1922 2.1771 1.5192
H 1.0741 1.6525 -0.7428
H 0.8624 -0.8903 -2.5864
H 0.7915 0.7863 1.6977
H -2.0689 0.9188 1.0830
H -0.6039 1.1094 -1.1487
*
```

The value obtained for the gap between HOMO and LUMO is 0.37433 Eh. The calculation puts the calculated total energy at -367.14678 a.u. For the highest occupied orbital energy, the calculation gives -9.21 eV. The value obtained for the relative energy (zero: lowest compared OMol25 entry of this formula, charge and spin) is 27.5 kcal/mol.

Atom charges from the natural (NBO) analysis, given in e for atoms 1 to 2: F -0.36; N -0.83


(5)
The following is a quantum chemistry calculation of a gas-phase ion, C4H9FN3 (charge +1), from OMol25.

```
! wB97M-V def2-TZVPD RIJCOSX def2/J DEFGRID3
* xyz 1 1
F -1.0847 -1.3626 -0.7591
N 0.5536 -0.9467 0.7434
N 2.6231 -0.2336 -0.0595
N 0.7602 0.9104 -0.7821
C -0.9007 -0.9455 0.4643
C -1.5699 0.3748 0.7449
C -2.2986 0.9083 -0.2096
C 1.3328 -0.0513 -0.0287
H 1.2353 1.2402 -1.5497
H -0.2150 1.1165 -0.6841
H -2.2694 0.3462 -1.2684
H -1.4426 0.7822 1.6677
H 3.1826 0.4232 -0.5468
H -2.7770 1.8375 -0.1922
H 0.8335 -1.9610 0.6393
H -1.1850 -1.7699 1.2309
H 3.2219 -0.6689 0.5898
*
```

The value obtained for the gap between HOMO and LUMO is 0.40778 Eh. The calculation puts the calculated total energy at -421.67885 a.u. For the highest occupied orbital energy, the calculation gives -14.53 eV. The value obtained for the relative energy (zero: lowest compared OMol25 entry of this formula, charge and spin) is 10.1 kcal/mol.

Atom charges from the natural (NBO) analysis, given in e for atoms 1 to 2: F -0.32; N -0.62


(6)
The following is a quantum chemistry calculation of C4H9FO in the gas phase, from OMol25.

```
! wB97M-V def2-TZVPD RIJCOSX def2/J DEFGRID3
* xyz 0 1
F -0.4560 -0.2821 1.5838
O 1.7254 1.0035 1.2190
C 0.7508 1.0899 0.2055
C -0.2114 -0.0595 0.2106
C 0.3159 -1.3875 -0.3074
C -1.5126 0.3017 -0.4235
H -1.7593 1.3590 -0.2267
H -0.3640 -2.1953 0.0522
H 1.1485 1.2955 -0.8267
H -2.3041 -0.3718 -0.0823
H 1.3349 -1.7138 0.0488
H -1.4468 0.0764 -1.5149
H 0.1880 2.0270 0.4605
H 2.3009 0.2446 1.0042
H 0.2900 -1.3877 -1.4030
*
```

The value obtained for the gap between HOMO and LUMO is 0.41719 Eh. The calculation puts the calculated total energy at -332.89842 a.u. For the highest occupied orbital energy, the calculation gives -10.54 eV. The value obtained for the relative energy (zero: lowest compared OMol25 entry of this formula, charge and spin) is 0.7 kcal/mol.

Atom charges from the natural (NBO) analysis, given in e for atoms 1 to 2: F -0.38; O -0.69


(7)
The following is a quantum chemistry calculation of a gas-phase ion, C4H9IN (charge +1), from OMol25.

```
! wB97M-V def2-TZVPD RIJCOSX def2/J DEFGRID3
* xyz 1 1
I 1.4370 2.9345 -0.4566
N -1.6959 0.1604 0.0697
C 0.6094 -0.5143 0.7431
C -0.7393 -1.0290 0.3314
C 1.7092 -0.3189 -0.1954
C 1.1379 0.9583 -0.8992
H 0.1696 0.7430 -1.3968
H -1.4406 1.0411 0.7195
H -0.5482 -1.6251 -0.5933
H -1.1227 -1.5224 1.1426
H 0.5016 -0.0915 1.7793
H 1.8623 -1.0519 -0.9491
H 2.5785 -0.1185 0.3459
H -2.7690 -0.0042 0.2929
H -1.6899 0.4382 -0.9338
*
```

The value obtained for the gap between HOMO and LUMO (spin up / spin down) is 0.26986 / 0.30148 Eh. The calculation puts the calculated total energy at -509.85835 a.u. For the highest occupied orbital energy (spin up / spin down), the calculation gives -11.88 / -12.30 eV. The value obtained for the relative energy (zero: lowest compared OMol25 entry of this formula, charge and spin) is 91.1 kcal/mol.

Atom charges from the natural (NBO) analysis, given in e for atoms 1 to 2: I 0.29; N -0.73


(8)
The following is a quantum chemistry calculation of a gas-phase ion, C4H9IN (charge +1), from OMol25.

```
! wB97M-V def2-TZVPD RIJCOSX def2/J DEFGRID3
* xyz 1 1
I 0.9083 3.5459 0.8880
N -0.2769 -0.2331 -1.6390
C -0.4424 -0.7402 -0.1756
C 0.4534 0.5816 1.8679
C -0.5906 0.3255 0.8011
C 1.2975 1.5165 1.0597
H 0.4130 -1.3778 0.0435
H -1.0318 0.4363 -1.8306
H -1.3469 1.0781 0.6662
H -0.3303 -1.0171 -2.3013
H 0.9938 -0.3197 2.1449
H -1.3513 -1.3508 -0.2167
H 0.0306 1.0339 2.7584
H 0.6141 0.2620 -1.7693
H 1.9614 1.1025 0.3176
*
```

The value obtained for the gap between HOMO and LUMO (spin up / spin down) is 0.30003 / 0.27245 Eh. The calculation puts the calculated total energy at -509.90004 a.u. For the highest occupied orbital energy (spin up / spin down), the calculation gives -12.09 / -11.70 eV. The value obtained for the relative energy (zero: lowest compared OMol25 entry of this formula, charge and spin) is 64.9 kcal/mol.

Atom charges from the natural (NBO) analysis, given in e for atoms 1 to 2: I 0.26; N -0.69


(9)
The following is a quantum chemistry calculation of a molecular structure, C4H9N, from OMol25.

```
! wB97M-V def2-TZVPD RIJCOSX def2/J DEFGRID3
* xyz 0 1
N 0.1422 -0.0204 -2.1571
C -0.1897 1.1428 1.4309
C -0.0732 -1.3137 -1.8898
C 0.3965 0.3856 -0.9097
C -0.6979 0.6872 0.0705
H 0.4136 2.0432 1.4510
H 1.7295 -2.3040 0.2743
H -1.4028 -0.1402 0.1662
H 0.3133 0.3202 1.9425
H -0.9233 -1.6081 -1.2454
H 1.3030 1.0526 -0.9765
H 1.4669 -2.9928 0.1743
H -1.0840 1.3232 2.0418
H -1.3940 1.4243 -0.3729
*
```

The value obtained for the gap between HOMO and LUMO is 0.27693 Eh. The calculation puts the calculated total energy at -212.31907 a.u. For the highest occupied orbital energy, the calculation gives -7.62 eV. The value obtained for the relative energy (zero: lowest compared OMol25 entry of this formula, charge and spin) is 145.6 kcal/mol.

Atom charges from the natural (NBO) analysis, given in e for atoms 1 to 2: N -0.40; C -0.60


(10)
The following is a quantum chemistry calculation of 2 unconnected molecules or ions with the total composition C4H9N, from OMol25.

```
! wB97M-V def2-TZVPD RIJCOSX def2/J DEFGRID3
* xyz 0 1
N 0.7380 -0.4458 0.0797
C -2.3364 0.0937 -0.7827
C 0.2537 0.4610 1.1611
C 2.0358 -0.0374 -0.4676
C 0.7527 -0.6478 1.5516
H 2.6510 0.4971 0.2724
H -1.4504 -0.4694 -0.4803
H 1.0316 -1.4210 2.2464
H -2.6219 -0.2147 -1.7912
H -0.2366 1.4167 1.2380
H 1.8673 0.6176 -1.3298
H 2.5769 -0.9258 -0.8106
H -3.1664 -0.0855 -0.0946
H -2.0952 1.1614 -0.7924
*
```

The value obtained for the gap between HOMO and LUMO is 0.35073 Eh. The calculation puts the calculated total energy at -212.41311 a.u. For the highest occupied orbital energy, the calculation gives -8.38 eV. The value obtained for the relative energy (zero: lowest compared OMol25 entry of this formula, charge and spin) is 86.6 kcal/mol.

Atom charges from the natural (NBO) analysis, given in e for atoms 1 to 2: N -0.45; C -0.86


(11)
The following is a quantum chemistry calculation of 2 unconnected molecules or ions with the total composition C4H9N, from OMol25.

```
! wB97M-V def2-TZVPD RIJCOSX def2/J DEFGRID3
* xyz 0 1
N -0.3745 -0.7568 -0.0689
C -0.1407 -2.0633 -0.6922
C -0.0076 2.3918 -0.3944
C 0.6865 -0.3524 0.8967
C -0.3995 -0.7770 1.4168
H -0.6401 1.6082 0.0219
H 1.6476 0.1335 0.8662
H -1.1068 -2.5342 -0.9043
H -0.5415 2.8787 -1.2128
H -1.1173 -0.9377 2.2035
H 0.3759 -1.9042 -1.6455
H 0.4616 -2.7431 -0.0689
H 0.9025 1.9294 -0.7886
H 0.2539 3.1271 0.3705
*
```

The value obtained for the gap between HOMO and LUMO is 0.34923 Eh. The calculation puts the calculated total energy at -212.41206 a.u. For the highest occupied orbital energy, the calculation gives -8.34 eV. The value obtained for the relative energy (zero: lowest compared OMol25 entry of this formula, charge and spin) is 87.3 kcal/mol.

Atom charges from the natural (NBO) analysis, given in e for atoms 1 to 2: N -0.45; C -0.43


(12)
The following is a quantum chemistry calculation of 2 unconnected molecules or ions with the total composition C4H9N, from OMol25.

```
! wB97M-V def2-TZVPD RIJCOSX def2/J DEFGRID3
* xyz 0 1
N -2.2800 -0.5446 -0.7550
C 3.4720 0.9754 -0.0472
C -1.7736 -0.3236 0.5121
C 2.8897 0.6819 -1.1977
C -2.2979 -0.7375 1.6598
H -0.8697 0.2801 0.5561
H 3.4671 0.2673 -2.0200
H 2.8734 1.3121 0.7824
H 4.5415 0.9206 0.0806
H 1.8336 0.8229 -1.3886
H -2.9663 -1.2668 -0.8762
H -1.8485 -0.5278 2.6181
H -3.1813 -1.3645 1.7166
H -1.6247 -0.4361 -1.5093
*
```

The value obtained for the gap between HOMO and LUMO is 0.33678 Eh. The calculation puts the calculated total energy at -212.49848 a.u. For the highest occupied orbital energy, the calculation gives -8.22 eV. The value obtained for the relative energy (zero: lowest compared OMol25 entry of this formula, charge and spin) is 33.1 kcal/mol.

Atom charges from the natural (NBO) analysis, given in e for atoms 1 to 2: N -0.82; C -0.38